Record 1
Here is a cluster of 13 separate species, C26H78O26 in total in a non-equilibrium geometry from the Open Molecules 2025 dataset. Energies are from ωB97M-V/def2-TZVPD.

Each line ends with the Löwdin charge.
Element x y z (Å)
C 7.233 -2.810 4.962  -0.24
C 5.941 -3.259 5.603  -0.22
O 6.011 -3.369 7.058  -0.08
O 8.369 -3.448 5.587  -0.07
H 7.391 -1.736 5.051  0.11
H 7.114 -3.067 3.909  0.12
H 5.802 -4.251 5.172  0.11
H 5.144 -2.582 5.297  0.12
H 6.842 -3.766 7.327  0.07
H 8.915 -3.904 4.943  0.08
C -5.791 -1.358 1.902  -0.22
C -5.970 0.153 2.417  -0.17
O -5.057 0.291 3.565  -0.11
O -5.952 -2.422 2.830  -0.07
H -4.773 -1.446 1.522  0.10
H -6.503 -1.558 1.101  0.11
H -6.985 0.380 2.744  0.10
H -5.743 0.919 1.675  0.10
H -5.104 1.107 4.068  0.08
H -5.666 -2.153 3.706  0.08
C 0.258 7.220 -5.769  -0.20
C 0.898 6.563 -4.515  -0.23
O 1.233 7.571 -3.587  -0.09
O 1.199 8.009 -6.557  -0.09
H -0.666 7.788 -5.663  0.11
H -0.083 6.463 -6.475  0.10
H 1.884 6.118 -4.648  0.11
H 0.391 5.729 -4.030  0.12
H 1.694 8.268 -4.060  0.08
H 0.752 8.443 -7.287  0.08
C 1.865 1.852 7.355  -0.23
C 3.313 1.499 7.598  -0.26
O 3.600 0.734 8.757  -0.04
O 0.998 0.748 7.029  -0.09
H 1.669 2.553 6.544  0.12
H 1.452 2.280 8.269  0.12
H 3.822 2.462 7.642  0.12
H 3.736 1.040 6.704  0.12
H 3.521 -0.178 8.468  0.08
H 0.976 0.059 7.697  0.07
C -3.406 8.136 2.070  -0.25
C -2.285 7.021 1.713  -0.19
O -2.367 6.648 0.340  -0.09
O -4.757 7.837 2.291  -0.06
H -3.406 8.955 1.351  0.11
H -3.122 8.710 2.952  0.10
H -2.530 6.133 2.296  0.11
H -1.322 7.503 1.882  0.11
H -1.845 7.210 -0.236  0.08
H -5.195 8.182 1.509  0.08
C -0.749 -5.598 9.598  -0.26
C -0.198 -4.174 9.412  -0.25
O -0.730 -3.406 10.449  -0.05
O -0.410 -6.116 10.881  -0.06
H -0.465 -6.204 8.737  0.11
H -1.827 -5.733 9.517  0.12
H -0.453 -3.857 8.401  0.12
H 0.889 -4.220 9.333  0.11
H -0.584 -3.881 11.270  0.08
H -0.997 -6.874 10.926  0.09
C 5.542 -3.999 -2.894  -0.26
C 6.474 -2.998 -3.622  -0.28
O 6.023 -1.707 -3.504  -0.06
O 5.844 -4.004 -1.548  -0.04
H 5.659 -4.981 -3.352  0.12
H 4.527 -3.679 -3.129  0.12
H 6.538 -3.230 -4.686  0.11
H 7.484 -3.079 -3.219  0.12
H 6.671 -1.041 -3.748  0.09
H 5.561 -3.141 -1.236  0.09
C -5.741 -2.380 -6.862  -0.26
C -6.412 -2.815 -8.190  -0.29
O -7.534 -2.089 -8.310  -0.04
O -4.793 -1.411 -7.171  -0.07
H -5.103 -3.253 -6.723  0.11
H -6.339 -2.098 -5.995  0.13
H -6.737 -3.840 -8.009  0.12
H -5.805 -2.816 -9.095  0.13
H -7.243 -1.206 -8.548  0.10
H -4.230 -1.637 -6.426  0.08
C -3.522 -8.010 0.014  -0.20
C -2.035 -7.851 -0.379  -0.28
O -1.283 -9.014 -0.271  -0.05
O -4.167 -8.965 -0.903  -0.08
H -4.044 -7.068 -0.153  0.12
H -3.555 -8.331 1.055  0.11
H -1.482 -7.064 0.134  0.12
H -2.110 -7.502 -1.409  0.11
H -1.287 -9.381 -1.158  0.09
H -3.770 -9.804 -0.660  0.07
C 5.215 3.922 -0.064  -0.25
C 5.990 2.954 0.807  -0.20
O 6.012 3.518 2.177  -0.08
O 3.901 4.225 0.452  -0.07
H 5.219 3.569 -1.095  0.11
H 5.760 4.866 -0.097  0.12
H 6.965 2.906 0.322  0.12
H 5.533 1.971 0.912  0.11
H 5.116 3.861 2.211  0.05
H 3.366 4.609 -0.247  0.08
C -0.055 -0.340 0.828  -0.31
C -0.196 -1.071 -0.490  -0.28
O -0.935 -0.337 -1.416  -0.04
O 0.244 -1.110 1.901  -0.03
H -0.851 0.395 0.948  0.12
H 0.784 0.346 0.712  0.11
H -0.696 -2.037 -0.420  0.12
H 0.775 -1.431 -0.830  0.12
H -0.230 0.208 -1.773  0.09
H 0.203 -0.549 2.678  0.10
C 1.951 -0.334 -6.962  -0.23
C 1.614 -1.786 -7.568  -0.25
O 0.433 -2.299 -7.083  -0.05
O 1.930 -0.095 -5.560  -0.08
H 1.228 0.400 -7.318  0.11
H 2.957 -0.039 -7.259  0.11
H 2.321 -2.355 -6.965  0.10
H 2.011 -1.959 -8.568  0.12
H 0.486 -2.171 -6.133  0.09
H 2.848 -0.185 -5.295  0.08
C -5.003 3.977 -5.021  -0.25
C -5.470 5.428 -4.588  -0.15
O -5.750 5.263 -3.123  -0.11
O -4.367 3.955 -6.298  -0.07
H -5.904 3.368 -4.948  0.11
H -4.315 3.502 -4.322  0.11
H -6.322 5.762 -5.180  0.12
H -4.639 6.133 -4.630  0.10
H -4.880 5.114 -2.745  0.06
H -4.349 3.030 -6.553  0.08

The HOMO energy is -9.80 eV. Its energy is -81448.41593 eV. As for the orbital gap: 9.48 eV. Its energy above the lowest of the compared OMol25 structures with the same formula, charge and spin is 201.76 kcal per mole.



Record 2
Here is an isolated molecule of C5H13N in a non-equilibrium geometry from the Open Molecules 2025 dataset. Energies are from ωB97M-V/def2-TZVPD.

Each line ends with the Löwdin charge.
Element x y z (Å)
C -1.196 2.211 -0.955  -0.11
C 0.081 1.513 -1.445  -0.27
C 0.166 0.034 -1.065  -0.22
C 0.390 -0.219 0.453  -0.27
N 0.397 -1.652 0.702  -0.14
C 0.178 -1.969 2.113  -0.14
H -1.236 3.140 -1.518  0.06
H -1.092 2.444 0.105  0.06
H -2.135 1.676 -1.077  0.07
H 0.303 1.659 -2.499  0.10
H 0.903 1.950 -0.864  0.10
H -0.702 -0.537 -1.390  0.11
H 1.054 -0.433 -1.501  0.10
H 1.292 0.299 0.792  0.11
H -0.450 0.255 0.969  0.11
H 1.178 -2.089 0.263  0.09
H 0.838 -1.427 2.794  0.07
H -0.861 -1.718 2.339  0.07
H 0.240 -3.052 2.216  0.07

The HOMO energy is -8.63 eV. Its energy is -6885.46688 eV. As for the orbital gap: 9.84 eV. Its energy above the lowest of the compared OMol25 structures with the same formula, charge and spin is 16.84 kcal per mole. The structure (SMILES) is CCCCNC.



Record 3
Here is a cluster of 2 separate species, C4H9NO2S in total in a non-equilibrium geometry from the Open Molecules 2025 dataset. Energies are from ωB97M-V/def2-TZVPD.

Each line ends with the Löwdin charge.
Element x y z (Å)
C 0.660 -0.183 0.243  -0.14
C 2.116 -0.361 -0.245  -0.29
C 1.298 0.170 -1.077  -0.04
C 3.476 -0.724 0.145  -0.05
N -3.376 1.264 0.540  -0.17
O -2.658 -1.027 0.831  -0.48
O -2.209 0.274 -1.360  -0.35
S -3.260 -0.305 -0.253  0.83
H -0.107 -0.931 0.128  0.04
H 0.537 0.562 1.145  0.12
H -1.327 0.374 -0.843  0.05
H 0.977 0.628 -2.062  0.12
H 3.648 -0.297 1.225  0.13
H 4.172 -0.346 -0.487  0.03
H 3.414 -1.883 0.045  0.12
H -3.087 1.065 1.496  0.03
H -4.276 1.720 0.532  0.03

The HOMO energy is -9.02 eV. Its energy is -20710.07976 eV. As for the orbital gap: 9.93 eV. Its energy above the lowest of the compared OMol25 structures with the same formula, charge and spin is 114.22 kcal per mole.